79
Properties=species:S:1:pos:R:3:forces:R:3 method="wB97M-V/def2-TZVPD" e_lumo_ha=-0.172 orbital_gap_ev=5.118 multiplicity=1 e_homo_ev=-9.805 total_charge=+1
C 1.428345 -1.982062 3.844831 1.2 -0.3 -0.2
C 2.718452 -2.729992 3.913757 -0.6 1.5 0.1
C 3.938059 -2.410757 2.855296 -0.2 -4.9 -6.5
O 3.961232 -3.167091 1.728941 0.1 5.0 6.8
O 5.017035 -1.428297 3.042575 -3.4 -1.1 -0.2
C 4.620155 -0.082777 2.542374 -0.3 0.9 -0.3
C 5.047237 0.105327 0.940216 -0.5 -0.4 0.2
C 5.297008 1.710360 0.547258 -0.3 -1.1 0.2
C 4.011305 2.330711 -0.324356 1.4 -0.3 0.9
C 3.788216 3.881947 0.156207 0.8 -0.1 -0.6
C 2.361804 4.552927 -0.305400 -0.7 0.0 0.8
C 1.366599 3.530879 -1.120212 -1.2 -1.4 -2.1
C 1.634770 3.346015 -2.730007 -3.0 -2.0 2.9
N 0.768066 2.381750 -3.509039 -0.5 0.5 4.0
C -0.367245 1.553903 -2.871038 1.7 2.1 2.2
I -1.399944 0.182538 -4.285522 1.2 1.5 1.5
C -0.753142 1.667588 -1.265689 2.3 1.8 -0.9
C -1.962943 0.758794 -0.577075 0.5 0.3 0.1
C -3.457725 1.096781 -1.156876 -0.7 0.9 -0.1
C -4.646954 0.086383 -0.657316 -0.2 -0.2 1.1
C -4.166690 -1.441600 -0.310443 -1.0 -1.0 0.0
C -3.475572 -2.255121 -1.554721 0.9 -0.1 0.1
C -2.471603 -3.496561 -1.056717 -0.3 0.3 -1.0
C -0.885925 -3.079085 -1.030394 0.5 -1.2 0.5
C 0.113337 -4.227856 -1.722091 0.6 1.8 -0.3
C 1.665182 -3.670041 -1.455885 -0.3 0.3 0.9
C 0.141756 2.694201 -0.353263 1.7 -0.1 -4.1
N -0.023862 2.970380 1.124741 -1.2 -2.8 -0.9
C -1.348687 3.619339 1.459962 -1.0 1.6 1.3
C 0.280253 1.766762 1.988956 4.2 -3.7 -1.5
C -0.571714 1.364859 3.335193 0.5 0.0 -0.7
O 1.293328 0.965626 1.643534 -5.7 4.8 1.6
H 1.226211 -1.083278 4.593449 -0.3 -3.2 -0.3
H 0.579083 -2.178672 3.043063 2.7 1.5 0.5
H 2.862907 -3.580818 4.736642 0.6 3.1 -0.9
H 5.133608 0.743213 3.219204 -0.8 -2.0 -1.4
H 3.467383 0.008058 2.726563 2.1 0.1 -0.7
H 6.000323 -0.557935 0.687685 -2.0 1.5 0.8
H 4.146694 -0.354545 0.324770 1.9 1.0 1.1
H 6.300983 1.775283 -0.050149 -2.0 0.0 1.1
H 5.437045 2.261386 1.570083 -0.3 -0.7 -2.0
H 4.332822 2.276725 -1.455300 -0.9 0.2 2.1
H 3.116563 1.607503 -0.110124 1.5 1.7 -0.5
H 3.947633 3.976738 1.327154 -0.6 -0.3 -2.5
H 4.659203 4.522886 -0.345443 -1.9 -1.4 1.2
H 2.569902 5.547948 -0.903587 -0.7 -2.2 0.9
H 1.803460 4.868207 0.697673 1.0 -0.7 -2.4
H 2.491609 3.896728 -3.307033 -1.9 -1.2 1.2
H 0.984107 2.267076 -4.544600 -0.6 0.0 1.9
H -1.624292 -0.356310 -0.682524 -0.8 2.1 0.0
H -2.004012 0.976843 0.595849 0.4 -0.4 -2.6
H -3.536232 1.182480 -2.321355 0.6 -0.2 2.2
H -3.740834 2.176507 -0.733383 0.7 -2.2 -1.0
H -5.090984 0.543257 0.346190 0.9 -1.0 -2.1
H -5.562005 0.054447 -1.423132 2.2 0.1 1.5
H -3.483285 -1.525837 0.662560 -1.3 0.5 -2.2
H -5.158149 -2.045114 -0.031455 2.3 1.5 -0.5
H -2.781263 -1.507534 -2.127654 -1.4 -1.4 0.8
H -4.239642 -2.710476 -2.330414 1.3 1.2 1.8
H -2.832637 -3.896774 -0.011182 0.8 0.7 -2.1
H -2.587568 -4.345829 -1.880533 0.2 1.6 1.9
H -0.644674 -2.077940 -1.609823 -0.6 -1.9 1.3
H -0.530382 -3.008643 0.106591 -0.7 0.2 -2.5
H -0.036979 -4.150994 -2.896200 0.0 -0.7 2.5
H -0.066192 -5.303904 -1.296292 0.3 2.2 -0.9
H 1.614973 -2.917189 -0.531487 0.2 -1.6 -2.0
H 2.402018 -4.526942 -1.117587 -1.4 1.8 -1.0
H 2.073633 -3.042292 -2.377700 -0.8 -1.6 1.9
H -1.187439 4.207930 2.483113 -0.4 -1.3 -2.2
H -1.683244 4.436216 0.673182 1.0 -1.9 1.5
H -2.231708 2.875933 1.652135 1.7 1.3 -0.6
H -0.234372 0.282765 3.641557 -0.5 2.3 -0.8
H -0.291701 2.105116 4.197157 -0.9 -1.3 -1.7
H -1.712669 1.310965 3.078363 2.2 0.4 0.7
C -7.697376 -3.016001 -2.187448 -0.4 0.1 0.1
Cl -6.980957 -2.907730 -3.799915 -0.1 0.1 0.0
Cl -6.590588 -3.795580 -1.050694 -0.3 -0.2 0.0
H -7.922938 -2.008259 -1.829998 0.2 -0.3 -0.1
H -8.618166 -3.601444 -2.245768 0.3 0.1 0.0



81
Properties=species:S:1:pos:R:3:forces:R:3 method="wB97M-V/def2-TZVPD" e_lumo_ha="-0.248 / -0.295" orbital_gap_ev="5.905 / 4.640" s2=2.051 multiplicity=3 e_homo_ev="-12.661 / -12.658" relative_energy_ev=4.570 total_charge=+2
W -0.427740 2.241243 -1.095721 -0.8 -3.4 0.3
C 1.387662 3.445103 -1.079830 0.4 1.2 0.9
C 0.357369 4.260913 -0.512122 1.3 0.1 0.7
C 0.593016 2.380787 0.827169 0.9 1.3 -0.3
C 1.596854 2.301280 -0.228580 0.1 1.0 0.3
C -0.177723 3.593376 0.629353 0.5 1.2 0.7
C 2.231183 3.874654 -2.227905 0.2 -0.1 -0.4
H 1.627793 4.424200 -2.957948 0.2 -0.1 0.0
H 2.685572 3.009715 -2.724393 0.0 0.3 0.0
H 3.028851 4.552596 -1.888745 -0.1 -0.2 -0.1
C 2.914746 1.577438 -0.196436 0.1 -0.2 -0.1
H 3.292092 1.437382 -1.212683 0.0 -0.1 0.2
H 2.892116 0.598563 0.304185 -0.1 0.4 -0.1
H 3.655964 2.208240 0.318074 -0.3 -0.1 0.0
C 0.682282 1.632526 2.108471 0.0 -0.4 0.2
H 1.310266 2.227056 2.789935 -0.2 -0.2 -0.1
H 1.168264 0.656698 1.994375 -0.1 0.3 0.0
H -0.288895 1.479603 2.584802 0.1 0.1 0.1
C -1.022055 4.340746 1.621876 -0.3 0.3 0.1
H -0.501786 5.274320 1.911544 -0.1 -0.5 0.0
H -1.225130 3.764918 2.535653 0.0 0.2 -0.3
H -1.970929 4.670797 1.177611 0.1 -0.2 0.2
C 0.094262 5.675342 -0.934919 -0.8 -0.1 -0.4
H 0.844744 6.380146 -0.526396 -0.3 -0.5 -0.1
H -0.907372 5.998043 -0.608728 0.4 0.0 -0.2
H 0.150683 5.734643 -2.030107 -0.1 0.3 0.3
C 1.216304 -2.530761 -1.090502 1.1 -2.2 -1.3
C 1.564991 -1.761924 -2.122999 0.0 1.3 1.2
C 1.185839 -0.298364 -2.080511 0.0 0.1 0.5
C -0.298572 -0.063812 -1.762395 1.7 -0.1 -0.8
C -0.886397 0.245379 -0.403347 1.1 4.0 -1.2
C -1.251698 -0.631336 0.751943 0.3 2.2 -1.1
C -0.120333 -1.636372 0.934982 -0.8 -0.6 0.5
C 0.015560 -2.611716 -0.223159 -0.5 -0.8 0.9
H 1.441488 0.242124 -3.011773 -0.2 -0.3 0.4
H -0.844277 -0.972001 -2.257000 0.9 2.6 0.5
H 1.754830 0.173464 -1.275606 0.1 -0.5 -0.6
H -0.902774 -2.619941 -0.830744 0.5 0.0 0.2
H 1.807450 -3.447751 -0.973341 -0.2 0.2 -0.4
H 2.327235 -2.054419 -2.835037 0.2 -0.1 0.3
H 0.060527 -3.616282 0.247564 -0.2 0.5 -0.5
H 0.814359 -1.069843 1.045979 -0.6 0.2 -0.2
H -1.340302 -0.029964 1.663018 0.1 0.2 0.0
H -0.231752 -2.145562 1.893243 -0.2 -0.1 -0.3
H -0.609249 0.835349 -2.428668 -0.3 -1.0 -0.5
H -1.753088 1.041045 -0.502971 -0.2 -0.9 0.0
P -2.413113 -1.617357 -2.536939 -0.9 -1.4 -0.9
C -2.015743 -3.268166 -3.164534 -0.5 -0.6 -0.4
C -3.576232 -0.952590 -3.734360 -0.9 -0.5 -0.2
P -3.036506 -0.739846 0.269792 -0.8 -3.6 0.6
C -3.280450 -2.033734 -0.993342 -1.2 -0.3 0.2
C -4.023179 0.622263 -0.397411 0.2 1.1 0.2
C -3.792179 -1.317902 1.808592 -0.5 0.1 0.3
H -1.816538 -3.986158 -2.358066 0.0 0.3 -0.2
H -1.155255 -3.252721 -3.840094 -0.1 0.1 0.1
H -2.898731 -3.610091 -3.718002 0.3 -0.3 0.0
H -4.246552 -1.782015 -3.998139 -0.2 0.5 -0.3
H -3.037077 -0.620787 -4.633942 -0.1 -0.1 0.3
H -4.150144 -0.115310 -3.321426 0.1 -0.1 -0.2
H -4.550594 -2.089815 1.617962 0.1 0.3 0.0
H -4.261508 -0.480051 2.341809 0.0 -0.2 -0.1
H -3.024430 -1.731940 2.476702 -0.1 0.0 -0.3
H -2.986757 -3.026538 -0.610042 0.0 0.5 -0.1
H -4.349872 -2.094805 -1.271796 0.1 0.0 0.6
H -4.292588 1.311985 0.413493 0.0 -0.1 -0.2
H -4.944205 0.227425 -0.850194 0.3 -0.2 0.4
H -3.505275 1.204653 -1.172712 -0.2 -0.3 0.2
C 4.350035 -1.827259 3.196784 1.2 1.1 -0.4
C 2.983206 -2.188557 2.619326 -1.1 -3.3 2.1
O 2.613042 -1.404028 1.642294 0.3 0.8 -0.4
C 3.060954 -3.730992 2.144188 0.7 -0.9 -0.2
F 3.647683 -4.536190 3.080644 -0.7 1.2 -1.1
F 1.837970 -4.275642 1.883585 0.9 0.7 0.1
F 3.793398 -3.817481 0.996729 -0.7 0.3 1.2
C 1.994304 -2.155415 3.894943 -0.1 0.3 1.4
F 2.519477 -2.829643 4.969858 -0.7 0.7 -1.6
F 1.825483 -0.859278 4.289397 0.1 -1.0 -0.5
F 0.747158 -2.663498 3.689078 1.1 0.4 0.0
H 4.329989 -0.771326 3.489558 0.0 -0.3 0.1
H 5.097115 -1.926087 2.404071 -0.1 -0.1 0.2
H 4.614886 -2.448745 4.054981 -0.3 0.0 -0.3



87
Properties=species:S:1:pos:R:3:forces:R:3 method="wB97M-V/def2-TZVPD" e_lumo_ha="-0.039 / -0.027" orbital_gap_ev="6.305 / 6.974" s2=2.023 multiplicity=3 e_homo_ev="-7.357 / -7.699" relative_energy_ev=0.000 total_charge=0
Mo 11.582801 8.674294 10.545797 3.1 -2.5 0.9
C 9.472014 12.431627 12.848040 -1.4 -1.0 -0.3
N 9.424036 10.962977 13.029343 2.3 0.3 1.3
C 9.600696 10.536586 14.446260 -0.2 0.7 -0.8
C 8.531814 10.250185 12.243840 -0.8 -0.9 -1.5
C 7.292062 9.860926 12.802197 -0.1 0.3 -0.6
C 6.204364 9.476981 12.020145 0.4 -0.4 -0.1
C 6.367455 9.469738 10.637881 -0.6 0.2 0.1
C 7.596688 9.757664 10.072356 0.4 -0.2 -0.6
C 8.767787 9.939888 10.823945 -0.7 0.6 1.7
N 10.049042 9.683929 10.196472 -1.6 1.8 -1.5
C 10.142438 9.849732 8.735722 -0.4 0.9 -0.7
C 9.462823 8.954765 7.901738 -0.2 -0.3 -0.4
C 9.505575 9.065481 6.515898 0.0 -0.4 0.3
C 10.352112 9.977454 5.911870 0.0 -0.5 -0.2
C 11.056557 10.862201 6.686627 -0.2 0.8 1.0
C 10.826056 10.942773 8.084581 0.0 -1.2 -0.3
N 11.264309 12.062531 8.789341 0.5 0.1 1.6
C 12.600506 12.565725 8.577661 0.2 -0.8 -1.0
C 10.282771 13.078728 9.101056 -0.4 0.2 -0.6
H 8.481588 12.876912 13.069644 0.2 0.0 0.0
H 10.192584 12.883868 13.508577 0.3 0.0 0.2
H 9.704144 12.655108 11.812669 0.2 0.1 -0.1
H 8.737244 10.823003 15.078000 0.4 0.0 0.0
H 9.731478 9.464972 14.432634 -0.1 -0.2 0.2
H 10.533163 10.993195 14.832620 -0.6 -0.1 -0.1
H 7.151171 9.900995 13.877722 0.2 0.2 -0.1
H 5.251870 9.189606 12.479012 0.5 0.1 -0.2
H 5.523345 9.223375 9.986662 0.3 0.2 0.2
H 7.666611 9.804128 8.984198 -0.1 -0.2 0.5
H 8.845169 8.171679 8.344031 0.4 0.1 -0.1
H 8.921372 8.400058 5.893413 0.0 -0.1 0.2
H 10.464134 9.961350 4.835090 0.0 0.1 0.0
H 11.701113 11.607599 6.214143 -0.2 -0.2 0.2
H 13.315630 11.732955 8.628210 -0.3 0.2 0.0
H 12.864874 13.261661 9.354472 0.0 0.4 0.3
H 12.745010 13.043759 7.591912 0.0 0.2 0.2
H 9.988570 13.643548 8.192756 0.1 0.1 0.2
H 9.355790 12.658316 9.494912 0.1 -0.2 0.1
H 10.680340 13.778614 9.839947 0.0 -0.1 -0.1
C 12.723653 12.033833 12.713672 -1.2 -0.3 0.0
P 13.128868 10.395119 11.977832 0.8 0.6 1.5
C 14.740097 10.972294 11.283466 -0.3 -0.4 -0.4
C 13.828898 9.564572 13.515576 -0.5 0.1 -0.2
C 14.440250 8.207253 13.191791 0.4 -0.4 -0.2
P 13.208543 7.107712 12.360940 0.5 -0.5 0.3
C 12.664248 6.204914 13.866673 0.0 -0.6 0.3
C 14.157060 5.699778 11.648935 0.2 0.1 -0.1
H 13.605735 12.558424 13.052413 0.3 -0.1 0.2
H 11.999328 11.942790 13.541666 0.4 0.0 -0.5
H 12.279692 12.634431 11.916930 -0.2 0.0 0.1
H 15.338729 11.481719 12.056411 -0.3 -0.4 -0.2
H 14.559675 11.687799 10.482439 0.0 -0.1 -0.1
H 15.252071 10.108547 10.869650 0.2 0.1 -0.1
H 12.998571 9.474811 14.234061 0.2 -0.1 -0.2
H 14.581408 10.220170 13.969090 -0.2 0.0 -0.1
H 14.831447 7.710154 14.098871 -0.2 0.2 -0.4
H 15.279736 8.321972 12.498602 0.0 0.1 0.1
H 13.563411 5.728410 14.311741 -0.4 0.3 -0.3
H 11.979534 5.382382 13.619039 0.0 0.4 0.0
H 12.227590 6.815861 14.655390 -0.2 0.2 -0.3
H 14.720338 5.160489 12.420057 -0.2 0.0 -0.1
H 14.865079 6.014202 10.884365 -0.1 0.1 0.0
H 13.421323 5.037326 11.168495 0.2 0.1 0.2
N 9.966140 5.437717 10.502040 0.8 0.6 -0.1
C 9.758712 6.197970 11.620669 -1.3 -0.1 0.5
N 8.792845 5.786353 12.488433 1.8 1.2 -0.5
N 8.850204 6.721551 13.447667 0.5 0.5 0.1
N 9.728907 7.637562 13.204101 0.0 -0.4 -0.6
N 10.351244 7.355476 11.980255 -1.3 -0.6 -0.2
C 10.639851 5.826072 9.363441 -0.6 -0.7 -0.9
N 10.463588 5.056998 8.264565 0.7 1.1 0.9
N 11.183284 5.677351 7.322561 0.8 1.7 1.0
N 11.753034 6.767164 7.783930 -0.9 -1.0 0.2
N 11.429038 6.902082 9.156373 -1.5 -1.2 -0.3
H 9.360853 4.635980 10.404293 0.1 0.1 -0.1
C 15.128283 9.461292 8.105454 0.2 0.2 0.3
C 13.972982 8.463964 8.342686 0.1 0.9 -0.2
C 14.662519 7.095340 8.411772 -0.2 0.0 1.6
O 13.231040 8.921330 9.525603 0.5 0.0 0.0
H 15.658988 9.239213 7.168897 -0.3 0.0 0.1
H 15.899286 9.399420 8.912576 -0.7 -0.1 -0.5
H 14.795954 10.499970 8.069258 -0.1 -0.1 -0.1
H 13.220146 8.479966 7.530789 0.7 0.0 0.3
H 15.587915 7.164774 9.033256 -0.5 0.0 -0.4
H 14.946045 6.724727 7.433897 -0.1 0.1 -0.2
H 14.021352 6.362598 8.905095 0.0 0.0 -0.3